DFT (ωB97M-V/def2-TZVPD) results for 4 unconnected molecules or ions with the total composition C3H13O3S.

Element x y z (Å)
C1 2.278 -0.200 -1.919
C2 2.699 0.136 -0.498
C3 1.473 0.307 0.364
S1 0.817 -1.285 1.020
H1 1.650 -1.095 -1.887
H2 3.108 -0.444 -2.540
H3 1.637 0.532 -2.427
H4 3.310 -0.665 -0.101
H5 3.161 1.139 -0.489
H6 0.718 0.846 -0.229
H7 1.625 0.937 1.249
H8 -2.119 4.249 -1.423
H9 -3.286 5.126 -1.000
O1 -2.409 5.168 -1.395
H10 -1.645 -2.820 0.421
H11 -2.072 -4.215 0.600
O2 -1.989 -3.562 -0.107
H12 -1.310 0.252 1.329
H13 -2.730 -0.328 1.053
O3 -2.255 0.360 1.528

Computed properties:
Molecular weight ... 129.20 g mol⁻¹
ΔE to the lowest compared entry with this formula, charge and spin ... 0.9953 eV
Total charge ... -1
LUMO energy ... 3.05 eV
Electronic energy ... -746.0376 a.u.
Multiplicity ... 1
Frontier orbital gap ... 5.9 eV

These are the natural (NBO) partial charges, in e, on atoms 1 to 4: number 1, C, carries -0.61; number 2, C, carries -0.42; number 3, C, carries -0.51; number 4, S, carries -0.76